No. 1
Formula: C23H26ClN3O3S3
Source: the Open Molecules 2025 dataset
Level of theory: ωB97M-V/def2-TZVPD

The value obtained for the LUMO energy is 0.2 eV. The calculation puts the HOMO energy at -7.868 eV. The structure (SMILES) is CCOc1ccc(CCNC(=O)CSc2nn(-c3ccc(C)c(Cl)c3)c(=S)s2)cc1OCC. For the HOMO-LUMO gap, the calculation gives 8.05 eV.

Structure (ORCA input):
```
! wB97M-V def2-TZVPD RIJCOSX def2/J DEFGRID3
* xyz 0 1
C -0.0127 -4.1250 -2.2268
C -0.4065 -3.5257 -0.8832
O -0.7948 -2.1658 -0.9897
C 0.0657 -1.2064 -1.4352
C -0.5486 -0.1183 -2.0484
C 0.1717 0.9732 -2.4844
C 1.5489 0.9952 -2.3383
C 2.3496 2.1841 -2.7918
C 2.2576 3.3278 -1.7769
N 2.7403 2.9116 -0.4808
C 2.0482 3.1042 0.6523
O 1.0139 3.7284 0.7288
C 2.7202 2.5291 1.8953
S 3.1818 0.7735 1.7438
C 1.5989 0.0616 1.6972
N 0.5723 0.6802 1.2586
N -0.5569 -0.0361 1.3590
C -1.7211 0.5687 0.8439
C -1.7332 1.9544 0.7139
C -2.8438 2.5807 0.1845
C -3.9621 1.8677 -0.2287
C -5.1657 2.5486 -0.7952
C -3.9123 0.4814 -0.1022
Cl -5.2547 -0.4717 -0.6293
C -2.8148 -0.1762 0.4222
C -0.4446 -1.2672 1.9330
S -1.6109 -2.3276 2.3422
S 1.2736 -1.5454 2.3099
C 2.1736 -0.0823 -1.7275
C 1.4628 -1.1798 -1.2587
O 2.0386 -2.2266 -0.5834
C 3.4432 -2.3670 -0.5372
C 4.0391 -2.8191 -1.8664
H 0.8817 -3.6405 -2.6119
H -0.8173 -3.9911 -2.9464
H 0.1851 -5.1867 -2.1085
H 0.4018 -3.6490 -0.1566
H -1.3038 -4.0156 -0.4952
H -1.6199 -0.1562 -2.1649
H -0.3393 1.8017 -2.9495
H 3.3978 1.9052 -2.9236
H 1.9708 2.5458 -3.7489
H 2.8432 4.1857 -2.1291
H 1.2205 3.6408 -1.6383
H 3.5742 2.3441 -0.4577
H 2.0527 2.6348 2.7493
H 3.6567 3.0521 2.0941
H -0.8736 2.5356 1.0058
H -2.8402 3.6560 0.0906
H -5.0223 3.6250 -0.8228
H -6.0441 2.3229 -0.1920
H -5.3626 2.1895 -1.8045
H -2.8103 -1.2507 0.4724
H 3.2457 -0.0543 -1.6044
H 3.6031 -3.1369 0.2229
H 3.9165 -1.4419 -0.1835
H 3.8372 -2.0942 -2.6519
H 5.1140 -2.9375 -1.7619
H 3.6071 -3.7730 -2.1594
*
```

=====

No. 2
Formula: C43H84ClGeN6O3RuS2Si7Te
Source: the Open Molecules 2025 dataset
Level of theory: ωB97M-V/def2-TZVPD

The value obtained for the LUMO energy (spin up / spin down) is -7.9 / -7.7 eV. The calculation puts the HOMO energy (spin up / spin down) at -12.080 / -12.084 eV. For the HOMO-LUMO gap (spin up / spin down), the calculation gives 4.22 / 4.39 eV.

Structure (ORCA input):
```
! wB97M-V def2-TZVPD RIJCOSX def2/J DEFGRID3
* xyz 2 2
Ru 0.4538 0.9052 0.1668
N -2.1697 9.2259 0.8787
C -1.9502 7.8987 0.6984
C -3.0229 7.0012 0.5615
C -2.7970 5.6559 0.3859
C -1.4917 5.1740 0.3298
C -0.4115 6.0499 0.4642
C -0.6363 7.3956 0.6374
S -1.2168 3.4662 0.1562
O -2.3763 2.7448 0.6355
O -0.9013 3.2117 -1.2372
N 0.1339 3.0752 0.9837
C -0.1347 2.6111 2.2732
S -0.3607 3.5924 3.6612
C -0.6320 2.1659 4.5832
C -0.5315 1.0681 3.8011
N -0.2465 1.3406 2.4784
H -3.0963 9.5870 1.0095
H -1.4011 9.8481 1.0475
H -4.0385 7.3752 0.6076
H -3.6265 4.9652 0.2966
H 0.6023 5.6722 0.4519
H 0.1996 8.0764 0.7434
H -0.8475 2.2178 5.6383
H -0.6538 0.0461 4.1277
C 4.3500 -3.9644 1.6927
C 3.3311 -4.7215 2.5546
C 3.8956 -6.1215 2.8397
C 2.0479 -4.8986 1.7176
C 3.0177 -3.9930 3.9112
O 1.7984 -4.4869 4.4637
C 4.0827 -4.1746 5.0269
C 5.5214 -3.6339 4.8960
C 5.6315 -2.1296 4.8049
C 5.1338 -1.3153 5.8208
C 5.1556 0.0662 5.7118
C 5.6934 0.6504 4.5741
Cl 5.6684 2.3776 4.3970
C 6.2530 -0.1325 3.5793
C 6.2229 -1.5161 3.7051
C 2.7721 -2.4842 3.7848
N 1.7410 -2.0501 2.8453
C 1.9423 -1.3520 1.7407
N 0.7754 -1.0737 1.1730
C -0.1354 -1.6365 2.0225
N 0.4156 -2.2321 3.0445
H 4.6154 -4.5798 0.8305
H 5.2681 -3.7451 2.2314
H 3.9445 -3.0276 1.3052
H 4.0100 -6.6621 1.8997
H 3.2258 -6.7113 3.4718
H 4.8764 -6.0817 3.3147
H 2.2120 -5.6713 0.9647
H 1.7747 -3.9821 1.1877
H 1.2015 -5.1957 2.3326
H 1.9116 -5.4150 4.6991
H 4.1539 -5.2431 5.2350
H 3.6274 -3.7263 5.9139
H 6.0399 -4.0923 4.0552
H 6.0484 -3.9639 5.7948
H 4.7140 -1.7651 6.7140
H 4.7605 0.6892 6.5034
H 6.7151 0.3348 2.7189
H 6.6718 -2.1205 2.9256
H 3.6838 -1.9738 3.4930
H 2.4664 -2.1358 4.7699
H 2.9111 -1.0592 1.3718
H -1.2009 -1.5916 1.8625
C -7.0908 0.5668 -2.2150
Si -5.3878 1.2162 -1.8290
C -5.3910 2.1259 -0.2077
C -4.6717 2.2093 -3.2401
Si -3.8841 -0.6964 -1.7255
Te -1.6523 0.2032 -1.0202
Si -4.5467 -2.1949 0.0164
C -4.9088 -1.1259 1.5081
C -3.1206 -3.3827 0.3098
C -6.0766 -3.1040 -0.5447
Si -4.1402 -1.9718 -3.7801
C -3.4059 -3.6552 -3.4119
C -3.2953 -1.0532 -5.1777
C -5.9791 -2.0944 -4.0673
H -7.8219 1.3640 -2.0522
H -7.3639 -0.2696 -1.5666
H -7.1838 0.2356 -3.2472
H -5.8182 3.1260 -0.3295
H -4.3766 2.2345 0.1811
H -5.9826 1.5967 0.5424
H -5.2821 3.0841 -3.4806
H -4.5927 1.5962 -4.1422
H -3.6696 2.5610 -2.9733
H -4.1466 -0.3498 1.6296
H -4.9427 -1.7163 2.4279
H -5.8749 -0.6274 1.3991
H -2.1663 -2.9359 0.0157
H -3.2496 -4.3015 -0.2663
H -3.0492 -3.6646 1.3641
H -6.9283 -2.4271 -0.6508
H -6.3512 -3.8613 0.1955
H -5.9278 -3.6136 -1.4984
H -2.5538 -3.5912 -2.7338
H -3.0714 -4.1484 -4.3287
H -4.1541 -4.3015 -2.9459
H -2.6651 -0.2541 -4.7911
H -4.0370 -0.6054 -5.8439
H -2.6699 -1.7132 -5.7840
H -6.5412 -2.1542 -3.1350
H -6.2044 -2.9924 -4.6498
H -6.3467 -1.2345 -4.6278
C 0.0036 4.5650 -3.5890
Si 0.3732 2.7945 -3.9954
C -0.9716 1.9639 -4.9756
C 2.0187 2.6837 -4.8738
Ge 0.6949 1.1457 -2.1868
Si 1.3970 -1.0964 -3.0714
C 2.7234 -0.8745 -4.3658
C 2.0487 -2.1514 -1.6714
C -0.0904 -1.9695 -3.7860
Si 2.6444 1.9040 -0.3258
C 3.0960 1.7563 1.5070
C 4.0005 1.1378 -1.3637
C 2.6668 3.7013 -0.8338
H 0.0209 5.1543 -4.5105
H 0.7503 4.9759 -2.9065
H -0.9696 4.6757 -3.1158
H -1.2688 2.5904 -5.8207
H -1.8536 1.7835 -4.3591
H -0.6248 1.0065 -5.3735
H 1.9612 3.2522 -5.8078
H 2.2881 1.6589 -5.1268
H 2.8297 3.1186 -4.2839
H 3.5606 -0.2690 -4.0150
H 2.3323 -0.4266 -5.2808
H 3.1210 -1.8599 -4.6298
H 2.9758 -1.7525 -1.2541
H 2.2605 -3.1593 -2.0408
H 1.3196 -2.2358 -0.8685
H -0.3613 -1.5705 -4.7662
H -0.9658 -1.8844 -3.1398
H 0.1440 -3.0309 -3.9089
H 3.9607 1.1003 1.6378
H 2.3038 1.3932 2.1652
H 3.3631 2.7546 1.8622
H 4.0736 0.0507 -1.3222
H 4.9434 1.5568 -0.9963
H 3.9024 1.4302 -2.4137
H 1.7879 4.2296 -0.4755
H 2.7149 3.8149 -1.9197
H 3.5544 4.1746 -0.4036
*
```

=====

No. 3
Formula: C19H36N4O5
Source: the Open Molecules 2025 dataset
Level of theory: ωB97M-V/def2-TZVPD

The value obtained for the LUMO energy is 0.7 eV. The calculation puts the HOMO energy at -9.212 eV. The structure (SMILES) is CC(C)C[C@@H](NC(=O)OC(C)(C)C)C(=O)N[C@H](C(=O)N[C@H](C)C(N)=O)C(C)C. For the HOMO-LUMO gap, the calculation gives 9.87 eV.

Structure (ORCA input):
```
! wB97M-V def2-TZVPD RIJCOSX def2/J DEFGRID3
* xyz 0 1
C -4.0183 2.2270 2.5371
C -2.9057 1.4424 3.2282
C -3.3640 0.9929 4.6142
C -2.4854 0.2183 2.4082
C -1.8279 0.5615 1.0773
N -0.6348 1.3649 1.2844
C -0.0787 2.0850 0.2783
O -0.6303 2.2611 -0.7918
O 1.0981 2.5735 0.6584
C 1.9476 3.2675 -0.2918
C 3.2525 3.4788 0.4752
C 2.1878 2.3948 -1.5237
C 1.3160 4.6062 -0.6712
C -1.3932 -0.7027 0.3203
O -1.2487 -1.7906 0.8582
N -1.1524 -0.4845 -0.9808
C -0.4220 -1.4742 -1.7534
C 0.8733 -1.7736 -0.9808
O 1.6186 -0.8806 -0.6279
N 1.0935 -3.0732 -0.7200
C 2.2226 -3.5464 0.0485
C 3.0409 -4.5593 -0.7474
C 1.8024 -4.1551 1.4006
N 0.5935 -3.7825 1.8487
O 2.5289 -4.9185 2.0003
C -0.1022 -0.9358 -3.1527
C 0.7615 -1.9378 -3.9159
C -1.3864 -0.6403 -3.9224
H -4.8724 1.5826 2.3394
H -3.6755 2.6492 1.5963
H -4.3483 3.0466 3.1713
H -2.0379 2.1002 3.3429
H -2.5710 0.4554 5.1289
H -4.2264 0.3350 4.5321
H -3.6445 1.8510 5.2204
H -3.3583 -0.4045 2.2038
H -1.7831 -0.3872 2.9858
H -2.4997 1.1410 0.4367
H -0.0345 1.1168 2.0558
H 3.0580 4.0177 1.3988
H 3.6950 2.5173 0.7204
H 3.9509 4.0498 -0.1290
H 2.3875 1.3699 -1.2161
H 3.0400 2.7745 -2.0804
H 1.3138 2.4016 -2.1694
H 1.1639 5.2155 0.2172
H 0.3560 4.4421 -1.1536
H 1.9694 5.1373 -1.3576
H -1.0998 0.4835 -1.2911
H -1.0375 -2.3796 -1.8234
H 0.4152 -3.7633 -1.0017
H 2.8348 -2.6633 0.2703
H 3.4909 -4.0915 -1.6191
H 2.4065 -5.3819 -1.0719
H 3.8212 -4.9611 -0.1080
H 0.0132 -3.0833 1.4027
H 0.3063 -4.1212 2.7523
H 0.4653 -0.0083 -3.0236
H 0.2440 -2.8898 -4.0189
H 0.9798 -1.5585 -4.9109
H 1.7042 -2.1074 -3.4014
H -2.0037 0.0808 -3.3940
H -1.1474 -0.2330 -4.9016
H -1.9631 -1.5526 -4.0614
*
```

=====

Going through the records in order, we get E values of -2936.79251, -7965.62142, -1340.95499 a.u..
Going through the records in order, we get M values of 524.13, 1330.65, 400.52 g/mol.
Going through the records in order, we get ΔE to the lowest compared entry with this formula, charge and spin values of 5.0, 30.6, 0.9 kcal per mole.